Record 1
The following is a DFT calculation (ωB97M-V/def2-TZVPD) of C22H25BrCaClN5O6 as an isolated structure at a distorted geometry.

Cartesian coordinates (Å):
Ca  -0.49791  0.17014  0.44297
Br  1.35460  -6.45313  -1.60217
C  0.46837  -4.90783  -0.93405
C  -0.83823  -4.61976  -1.36159
C  -1.48518  -3.51896  -0.87694
C  -0.88488  -2.62682  0.06405
O  -1.53406  -1.62212  0.50679
C  0.46337  -2.94458  0.46829
C  1.16567  -2.15767  1.42985
N  0.67664  -1.09133  1.97240
C  1.25946  -0.47879  3.06701
C  2.14074  -1.06169  3.93657
C  2.70304  -0.33119  5.01744
C  2.35862  0.95639  5.25031
C  1.37034  1.60494  4.44112
C  0.79073  2.78885  4.82694
C  -0.12627  3.45861  3.97678
C  -0.76122  2.52696  2.85885
N  -0.36276  1.22596  2.76871
C  0.76435  0.85817  3.34946
C  1.10363  -4.09327  -0.04493
H  -1.32533  -5.27504  -2.07156
H  -2.49075  -3.28037  -1.20007
H  2.15866  -2.51916  1.72376
H  2.41820  -2.10069  3.81677
H  3.42485  -0.82261  5.65714
H  2.81979  1.52284  6.04921
H  0.95138  3.17457  5.82623
H  -0.71576  4.28125  4.36482
H  -1.77911  2.72510  2.54610
H  2.10622  -4.33071  0.29059
O  0.46103  2.62104  -1.70503
Cl  0.29148  2.55737  -0.25453
O  0.16554  3.54295  2.60355
O  1.16964  1.47722  0.25586
O  -1.11345  2.12618  -0.00384
C  -2.62829  0.69597  -2.46855
N  -1.39538  0.72909  -3.23664
C  -1.33988  1.70279  -4.31386
C  -0.28459  1.28184  -5.32009
C  1.03074  1.13207  -4.58113
N  0.87716  0.24245  -3.44277
C  2.12346  -0.20692  -2.84806
C  -0.25832  0.21808  -2.69345
O  -0.27906  -0.37792  -1.59626
H  -3.46002  0.53144  -3.15401
H  -2.78943  1.62919  -1.92234
H  -2.58405  -0.12176  -1.75395
H  -1.10476  2.69461  -3.91202
H  -2.32511  1.74152  -4.77885
H  -0.18882  2.02687  -6.10987
H  -0.57172  0.33042  -5.77146
H  1.37914  2.11181  -4.23385
H  1.79169  0.70444  -5.23588
H  2.64974  -0.85165  -3.55361
H  1.90921  -0.76268  -1.94259
H  2.75792  0.64850  -2.59757
N  -3.43330  0.39632  1.92045
H  -2.91691  0.11713  2.74766
H  -3.21263  -0.29723  1.21110
H  -4.41821  0.30082  2.13074

Calculated values
- F_max (eV/A) = 3.1
- orbital gap (eV) = 6.40
- calculated total energy (hartree) = -5290.2819
- E_HOMO (hartree) = -0.2700

***

Record 2
The following is a DFT calculation (ωB97M-V/def2-TZVPD) of C22H25BrN3O2SV as an isolated structure.

Cartesian coordinates (Å):
V  -1.30927  -0.21515  -0.50771
O  -2.64424  5.60134  -2.01257
C  -2.55539  4.25091  -1.66978
C  -2.56061  3.82349  -0.32091
C  -2.43732  2.49988  -0.03188
N  -2.28390  1.50606  -0.99449
C  -2.41340  1.96154  -2.28639
Br  -2.47827  0.58379  -3.59599
C  -2.53363  3.26390  -2.66544
H  -1.78310  6.00824  -1.86876
H  -2.66765  4.54270  0.48138
H  -2.43059  2.14812  0.99167
H  -2.61847  3.52493  -3.71117
O  -2.10312  -0.33844  1.37912
N  -2.35407  -1.53018  1.89758
C  -2.49164  -1.59648  3.23992
C  -2.74928  -2.77859  3.87367
C  -2.86844  -3.93777  3.09685
C  -2.72603  -3.85373  1.73775
C  -2.45775  -2.62899  1.09252
S  -2.25476  -2.46877  -0.59316
H  -2.37150  -0.64479  3.73378
H  -2.84660  -2.79575  4.94878
H  -3.06539  -4.89300  3.56556
H  -2.80434  -4.72718  1.10645
C  1.79827  -2.56957  2.46136
C  1.35963  -2.07187  1.08739
C  1.18627  -3.24721  0.12284
C  2.27874  -1.03690  0.47499
C  3.64018  -1.04116  0.73896
C  4.49385  -0.11935  0.15006
C  3.96119  0.82255  -0.71631
C  2.60605  0.87160  -1.01516
C  2.11534  1.94274  -1.97177
C  1.14485  2.92717  -1.31422
C  1.52085  1.35628  -3.25448
C  1.72787  -0.07466  -0.42227
N  0.39148  -0.06508  -0.68329
H  1.02079  -3.20690  2.89161
H  1.98128  -1.74012  3.14760
H  2.71158  -3.16799  2.40539
H  0.38593  -1.58562  1.20256
H  2.14164  -3.76533  -0.00548
H  0.84741  -2.89238  -0.84998
H  0.44873  -3.96365  0.49669
H  4.04780  -1.77672  1.42370
H  5.55524  -0.13227  0.36754
H  4.61848  1.55267  -1.18012
H  3.00664  2.51408  -2.25890
H  0.22717  2.42500  -1.01453
H  0.88202  3.72580  -2.01456
H  1.59361  3.38076  -0.42703
H  0.64406  0.75206  -3.02750
H  2.25137  0.72356  -3.76472
H  1.22048  2.15641  -3.93719

Calculated values
- expectation value of S² = 3.805
- relative energy (zero: lowest compared OMol25 entry of this formula, charge and spin) (eV) = 3.378
- F_max (eV/A) = 0.3
- orbital gap (alpha / beta) (eV) = 4.40 / 6.52
- calculated total energy (hartree) = -5084.3180
- spin multiplicity = 4
- charge = -1
- E_HOMO (alpha / beta) (hartree) = -0.0675 / -0.1453

***

Record 3
The following is a DFT calculation (ωB97M-V/def2-TZVPD) of C22H25BrN4O3 in the gas phase.

Cartesian coordinates (Å):
O  0.45830  2.25100  1.56868
C  0.29227  1.46146  2.48648
N  -0.78939  1.36765  3.26268
H  -0.76010  0.63194  3.96013
C  -2.01442  2.09845  3.06115
C  -3.15396  1.20072  2.51738
N  -3.13660  0.88089  1.10899
C  -1.98167  0.11895  0.66940
H  -1.83222  -0.72053  1.35236
C  -2.21988  -0.39257  -0.75342
N  -2.46167  0.73674  -1.61831
C  -1.49787  1.36706  -2.33307
O  -1.68052  2.42909  -2.89520
C  -0.16797  0.67325  -2.43219
C  0.04145  -0.34079  -3.35693
C  1.31306  -0.86622  -3.49782
C  2.37908  -0.40018  -2.74977
C  2.15673  0.60613  -1.82667
C  0.89182  1.14470  -1.66440
H  0.72281  1.93744  -0.95030
H  2.98639  0.98074  -1.24591
H  3.36433  -0.81727  -2.88629
Br  1.60312  -2.26368  -4.75531
H  -0.77459  -0.70405  -3.96360
C  -3.61808  1.49908  -1.19436
H  -4.49680  0.85036  -1.21797
H  -3.74895  2.33344  -1.88414
C  -3.37508  2.01147  0.22792
H  -4.25489  2.55164  0.58246
H  -2.51899  2.70581  0.19743
H  -3.10501  -1.03518  -0.77575
H  -1.35286  -0.95601  -1.09987
H  -1.06926  0.73130  0.63662
H  -3.14519  0.25602  3.07077
H  -4.10363  1.70229  2.71977
H  -1.79637  2.90659  2.36016
H  -2.33186  2.53103  4.01369
C  1.30182  0.35056  2.78618
O  1.14687  -0.41735  3.72020
N  2.28216  0.31188  1.87846
H  2.22541  1.00093  1.13786
C  3.21652  -0.77869  1.75562
C  2.87268  -1.70930  0.61588
C  1.54843  -1.99873  0.31273
C  1.23882  -2.88572  -0.70249
C  2.24906  -3.49714  -1.42497
C  3.57095  -3.20671  -1.13402
C  3.88070  -2.31553  -0.12151
H  4.91426  -2.09513  0.10498
H  4.36283  -3.67627  -1.69842
H  2.00837  -4.19417  -2.21295
H  0.20507  -3.10884  -0.92462
H  0.75501  -1.53579  0.88201
H  3.17149  -1.33089  2.70148
H  4.22801  -0.38188  1.62878

Calculated values
- relative energy (zero: lowest compared OMol25 entry of this formula, charge and spin) (eV) = 0.090
- F_max (eV/A) = 0.6
- orbital gap (eV) = 9.28
- SMILES = O=C(NCCN1CCN(C(=O)c2cccc(Br)c2)CC1)C(=O)NCc1ccccc1
- calculated total energy (hartree) = -3872.1679
- E_HOMO (hartree) = -0.3194

***

Record 4
The following is a DFT calculation (ωB97M-V/def2-TZVPD) of C22H25CeINO as an isolated structure at a distorted geometry.

Cartesian coordinates (Å):
C  2.74859  0.10749  3.84951
C  2.45256  -0.61274  2.64981
C  1.89489  0.30135  1.69636
H  2.61055  -1.67040  2.48753
C  1.81152  1.58311  2.32320
C  2.32102  1.47103  3.65652
H  1.45845  2.48876  1.83740
C  -1.55667  -1.93350  3.30250
C  -0.30833  -2.37603  2.73289
C  -0.30037  -1.99985  1.35572
H  0.45753  -2.95402  3.24569
C  -1.55406  -1.41127  1.06388
C  -2.24921  -1.21305  2.29135
H  1.66102  0.10393  0.64994
H  2.38023  2.26663  4.39618
H  3.19325  -0.29603  4.75881
H  -3.18247  -0.65277  2.38364
H  0.50674  -2.14959  0.62789
H  -1.95164  -2.19799  4.27767
Ce  0.19747  0.04170  3.67446
C  -2.22262  -1.42793  -0.28980
C  -3.61874  -2.05380  -0.14104
C  -1.44984  -2.32245  -1.26472
H  -3.50689  -3.09634  0.18407
H  -4.13438  -2.03537  -1.11067
H  -4.24057  -1.52639  0.59288
H  -1.40237  -3.33981  -0.86777
H  -0.43679  -1.96634  -1.43161
H  -1.96216  -2.34254  -2.22951
C  -2.37827  0.01923  -0.79588
C  -1.14775  0.58661  -1.48565
H  -2.63000  0.69878  0.03923
H  -3.19784  0.05805  -1.53148
O  -0.01184  0.10389  -1.38292
N  -1.46242  1.63640  -2.30413
C  -0.45276  2.55159  -2.82575
H  -2.43444  1.93609  -2.31431
C  0.94629  1.97781  -2.91008
C  1.97774  2.62410  -2.21639
H  1.75762  3.55555  -1.67897
C  3.26167  2.06980  -2.19243
H  4.04336  2.55785  -1.60954
C  3.53077  0.90826  -2.91617
H  4.51419  0.45786  -2.86940
C  2.51093  0.28048  -3.63478
H  2.68059  -0.66611  -4.13638
C  1.23887  0.84243  -3.68065
H  0.44037  0.38155  -4.26745
H  -0.41795  3.41273  -2.14313
H  -0.82076  2.90812  -3.80327
I  -1.56508  2.31311  3.95674

Calculated values
- F_max (eV/A) = 3.4
- orbital gap (alpha / beta) (eV) = 5.35 / 5.38
- calculated total energy (hartree) = -1755.8824
- charge = +1
- E_HOMO (alpha / beta) (hartree) = -0.3945 / -0.3945